Computed, not measured: a 2-piece molecular cluster, C3H5NO2S overall in a non-equilibrium geometry, with wB97M-V/def2-TZVPD.

Computed properties:
**ΔE to the lowest compared entry with this formula, charge and spin**: 3.3789 eV
**Gap between HOMO and LUMO (spin up / spin down)**: 0.33335 / 0.33337 hartree
**LUMO (spin up / spin down)**: 0.0022 / 0.0022 hartree
**Charge**: 0

Each atom is followed by the atoms it is bonded to, with distances in Å.
Atoms and positions in Å:
1 C 0.48717 0.33082 -0.21819  C3 1.463, S7 1.647
2 C -1.45613 -0.60796 -0.03945  N4 1.302, O5 1.188
3 C 0.48609 1.71800 0.24515  C1 1.463, H8 1.113, H9 1.138, H10 1.103
4 N -1.18852 -1.85185 0.23842  C2 1.302, H11 1.059, H12 1.102
5 O -2.39233 0.03486 -0.38690  C2 1.188
6 O 2.94040 -0.02830 -0.75006  S7 1.452
7 S 1.66795 -0.72347 -0.67311  C1 1.647, O6 1.452
8 H 0.97430 2.29189 -0.57350  C3 1.113
9 H 1.04601 1.69844 1.23523  C3 1.138
10 H -0.57392 1.97939 0.40020  C3 1.103
11 H -0.21565 -2.10312 0.57205  N4 1.059
12 H -1.77537 -2.73870 -0.04985  N4 1.102